No. 1
{
  "formula": "C40H44FeN7O5",
  "method": "the ωB97M-V functional and the def2-TZVPD basis",
  "elements": ["Fe", "N", "C", "C", "C", "C", "C", "C", "C", "C", "C", "C", "C", "C", "H", "H", "H", "H", "H", "H", "H", "H", "H", "H", "N", "C", "C", "N", "H", "H", "H", "H", "H", "H", "H", "H", "C", "O", "C", "C", "C", "C", "C", "C", "N", "C", "N", "C", "C", "C", "C", "C", "C", "O", "C", "N", "C", "C", "C", "C", "C", "C", "O", "C", "H", "H", "H", "H", "H", "H", "H", "H", "H", "H", "H", "H", "H", "H", "H", "H", "H", "H", "H", "H", "H", "H", "O", "C", "C", "C", "C", "O", "N", "H", "H", "H", "H"],
  "positions_angstrom": [[-0.249, 1.112, 0.732], [-0.324, 3.365, 1.763], [-1.121, 4.533, 1.737], [-1.377, 5.192, 2.936], [-2.138, 6.347, 2.975], [-2.665, 6.853, 1.797], [-2.445, 6.176, 0.609], [-1.679, 5.009, 0.544], [-1.599, 4.242, -0.727], [-1.791, 4.887, -1.957], [-1.966, 4.171, -3.128], [-1.940, 2.785, -3.109], [-1.670, 2.126, -1.918], [-1.480, 2.859, -0.767], [0.044, 3.184, 2.683], [0.460, 3.398, 1.116], [-0.961, 4.785, 3.855], [-2.311, 6.849, 3.919], [-3.264, 7.754, 1.808], [-2.919, 6.538, -0.294], [-1.793, 5.970, -1.991], [-2.126, 4.697, -4.061], [-2.086, 2.211, -4.015], [-1.589, 1.046, -1.907], [-1.503, 0.689, 3.029], [-0.657, -0.035, 3.973], [0.593, 0.800, 4.197], [1.141, 1.193, 2.902], [-1.874, 1.537, 3.448], [-2.285, 0.138, 2.705], [-0.392, -0.997, 3.530], [-1.142, -0.235, 4.933], [1.309, 0.268, 4.829], [0.288, 1.702, 4.738], [1.713, 0.460, 2.502], [1.759, 1.990, 2.969], [3.507, -6.361, 0.098], [2.458, -5.410, 0.057], [1.605, -5.473, -0.999], [1.643, -6.441, -1.983], [0.732, -6.397, -3.037], [-0.202, -5.383, -3.096], [-0.238, -4.400, -2.110], [0.662, -4.432, -1.054], [0.731, -3.482, -0.020], [0.073, -2.250, 0.041], [-1.249, -2.332, -0.181], [-2.267, -1.350, -0.092], [-2.085, -0.054, 0.362], [-3.250, 0.726, 0.500], [-4.503, 0.263, 0.143], [-4.651, -1.028, -0.355], [-3.537, -1.834, -0.455], [-3.562, -3.134, -0.889], [-4.829, -3.700, -1.168], [0.691, -1.152, 0.324], [2.109, -1.213, 0.494], [2.604, -1.557, 1.760], [3.949, -1.494, 2.085], [4.852, -1.086, 1.115], [4.398, -0.818, -0.161], [3.050, -0.910, -0.509], [2.827, -0.711, -1.830], [1.662, -1.231, -2.478], [4.088, -6.132, 0.987], [4.148, -6.284, -0.784], [3.119, -7.380, 0.175], [2.378, -7.235, -1.942], [0.773, -7.155, -3.809], [-0.907, -5.338, -3.917], [-0.960, -3.597, -2.183], [1.620, -3.488, 0.454], [-1.600, -3.258, -0.367], [-3.163, 1.737, 0.889], [-5.376, 0.901, 0.237], [-5.627, -1.385, -0.657], [-4.649, -4.739, -1.429], [-5.316, -3.197, -2.006], [-5.484, -3.653, -0.294], [1.883, -1.869, 2.508], [4.277, -1.743, 3.087], [5.908, -1.003, 1.340], [5.095, -0.556, -0.951], [1.773, -0.974, -3.525], [0.748, -0.786, -2.108], [1.630, -2.318, -2.377], [0.876, 1.523, -3.077], [1.540, 1.994, -2.179], [2.779, 2.857, -2.420], [3.435, 2.922, -1.048], [2.333, 2.421, -0.134], [2.340, 2.557, 1.093], [1.326, 1.831, -0.819], [2.431, 3.834, -2.760], [3.393, 2.419, -3.203], [3.769, 3.908, -0.732], [4.276, 2.230, -0.965]],
  "homo_lumo_gap_ev": [8.05, 7.51],
  "e_above_lowest_ev": 0.000,
  "total_charge": 0,
  "lumo_ev": [0.6, -0.1],
  "multiplicity": 6,
  "energy_ev": -97248.1692,
  "s2": 8.7701
}

---

No. 2
{
  "formula": "C40H44N5O2PS2Tl",
  "method": "the ωB97M-V functional and the def2-TZVPD basis",
  "elements": ["Tl", "C", "O", "C", "N", "C", "C", "C", "C", "C", "C", "C", "C", "C", "C", "C", "C", "N", "C", "N", "C", "C", "O", "C", "C", "C", "C", "C", "C", "H", "H", "H", "H", "H", "H", "H", "H", "H", "H", "H", "H", "H", "H", "H", "H", "H", "H", "H", "S", "C", "C", "C", "C", "C", "C", "S", "H", "H", "H", "H", "C", "C", "P", "C", "C", "C", "C", "H", "H", "H", "H", "H", "H", "H", "H", "H", "H", "H", "H", "H", "H", "H", "N", "C", "C", "C", "N", "C", "C", "H", "H", "H", "H", "H", "H"],
  "positions_angstrom": [[0.427, 0.051, -0.338], [3.142, 3.089, 2.756], [1.889, 2.707, 3.386], [1.298, 1.867, 2.519], [1.914, 1.512, 1.471], [3.271, 2.102, 1.579], [3.835, 2.728, 0.335], [3.148, 2.774, -0.868], [3.743, 3.345, -1.988], [5.022, 3.877, -1.908], [5.711, 3.838, -0.702], [5.119, 3.266, 0.412], [-0.030, 1.375, 2.954], [-0.434, 1.571, 4.265], [-1.674, 1.094, 4.648], [-2.473, 0.491, 3.697], [-1.984, 0.343, 2.403], [-0.762, 0.744, 2.041], [-2.900, -0.229, 1.371], [-2.592, -0.737, 0.258], [-3.847, -1.256, -0.328], [-4.944, -0.691, 0.592], [-4.201, -0.210, 1.745], [-4.027, -0.948, -1.795], [-5.293, -1.062, -2.367], [-5.476, -0.816, -3.721], [-4.393, -0.453, -4.516], [-3.128, -0.354, -3.953], [-2.946, -0.606, -2.599], [3.930, 2.997, 3.495], [3.065, 4.121, 2.424], [3.942, 1.285, 1.857], [2.146, 2.368, -0.936], [3.198, 3.382, -2.920], [5.481, 4.323, -2.783], [6.709, 4.253, -0.629], [5.670, 3.225, 1.349], [0.218, 2.086, 4.956], [-2.019, 1.209, 5.667], [-3.468, 0.146, 3.933], [-3.818, -2.343, -0.224], [-5.663, -1.428, 0.934], [-5.461, 0.149, 0.138], [-6.147, -1.350, -1.760], [-6.464, -0.911, -4.156], [-4.538, -0.249, -5.569], [-2.276, -0.077, -4.565], [-1.958, -0.516, -2.164], [-1.149, 2.062, -0.904], [-0.425, 2.693, -2.320], [-0.531, 4.090, -2.558], [-0.079, 4.652, -3.721], [0.588, 3.855, -4.670], [0.811, 2.529, -4.413], [0.289, 1.901, -3.252], [0.613, 0.230, -3.031], [-1.028, 4.697, -1.811], [-0.219, 5.710, -3.903], [0.943, 4.293, -5.595], [1.360, 1.918, -5.120], [-1.854, -3.761, 1.613], [-1.212, -3.824, 0.223], [0.193, -2.686, 0.001], [0.673, -2.930, -1.760], [0.535, -4.320, -2.387], [1.505, -3.415, 1.048], [2.178, -4.700, 0.564], [-2.701, -4.446, 1.672], [-2.212, -2.758, 1.841], [-1.149, -4.051, 2.394], [-1.935, -3.583, -0.557], [-0.836, -4.828, 0.019], [1.699, -2.558, -1.839], [0.052, -2.225, -2.321], [1.164, -5.066, -1.904], [0.827, -4.272, -3.438], [-0.498, -4.672, -2.357], [1.050, -3.564, 2.031], [2.248, -2.635, 1.168], [1.460, -5.499, 0.371], [2.871, -5.060, 1.325], [2.752, -4.524, -0.347], [7.162, -0.418, -0.693], [5.813, -0.557, -0.576], [5.206, -0.802, 0.668], [3.835, -0.882, 0.739], [3.018, -0.766, -0.318], [3.605, -0.545, -1.505], [4.965, -0.431, -1.682], [7.763, -0.651, 0.076], [7.585, -0.352, -1.601], [5.807, -0.913, 1.564], [3.360, -1.037, 1.705], [2.938, -0.435, -2.358], [5.369, -0.242, -2.671]],
  "homo_lumo_gap_ev": 5.79,
  "e_above_lowest_ev": 0.983,
  "total_charge": 1,
  "lumo_ev": -3.6,
  "multiplicity": 1,
  "energy_ev": -89388.5203
}